1.
Formula: C24H56N9O11
Source: the OMol25 dataset
Level of theory: wB97M-V/def2-TZVPD

Last column: Löwdin charge in e.
Element x y z (Å)
H 3.606 0.352 0.659  0.09
H 1.006 -1.331 5.792  0.06
O 1.370 4.900 1.781  0.06
H 2.162 1.685 -4.516  0.09
H -2.594 -1.666 0.831  0.06
C 1.842 -8.072 1.461  -0.02
H -3.140 -2.716 2.054  0.08
H 3.560 4.420 -1.330  0.07
H -5.140 -1.834 1.835  0.10
H -0.603 -1.099 -4.999  0.10
C 1.942 -6.561 1.639  -0.58
H -1.212 1.256 6.980  0.07
O 1.915 -1.979 -5.665  0.04
C 1.382 -2.984 -5.224  -0.56
H -6.670 1.926 -2.516  0.08
C -2.733 -0.188 -2.311  0.01
O -0.416 0.061 1.431  -0.05
N -4.435 -1.130 1.775  0.00
N 1.542 -5.814 0.592  -0.01
C 2.030 -4.353 -5.367  0.00
C 2.117 4.785 0.838  -0.53
H 3.367 1.463 5.230  0.07
C 0.578 -1.537 4.814  -0.11
H 2.356 -8.621 2.235  0.07
C 2.475 1.901 3.230  -0.55
H 0.556 0.969 6.821  0.07
H 0.991 -6.237 -0.126  0.12
H 3.833 2.100 0.428  0.06
C 3.341 1.344 1.047  -0.10
H 3.386 6.386 1.567  0.07
H -3.089 -0.739 -3.188  0.07
C -5.660 2.256 -2.281  -0.10
H -2.524 -0.834 -1.470  0.08
H 1.347 0.188 -4.132  0.05
C 0.053 3.194 -3.277  -0.52
H -0.175 -0.304 3.268  0.09
H 2.273 1.431 0.848  0.04
N 3.530 1.472 2.459  0.01
O 0.910 -1.187 0.261  -0.08
H 2.864 -4.443 -4.677  0.08
H -0.132 -2.365 5.029  0.08
O -1.044 1.648 4.417  0.06
H 3.386 6.298 -0.201  0.07
H 0.999 3.404 -0.184  0.13
O -0.463 3.746 -2.288  0.02
H 0.297 -1.191 -3.468  0.08
C 2.760 2.209 4.705  0.01
H -4.717 0.956 -3.608  0.12
H 0.721 -4.056 -0.050  0.08
C 1.536 -4.368 0.602  -0.07
O 0.598 0.852 -0.430  -0.09
H 0.614 1.243 -5.310  0.08
C -0.593 0.684 4.992  -0.55
H 1.323 -5.179 -5.234  0.07
H 0.286 1.293 -2.456  0.09
H -0.561 -0.370 6.889  0.06
H -0.082 4.993 -4.379  0.08
O -3.976 0.988 2.286  0.13
O -3.497 1.429 -0.779  0.11
H 2.399 -4.450 -6.388  0.08
N 0.241 -2.948 -4.528  0.01
H 0.806 -8.413 1.388  0.08
H 1.827 2.355 5.232  0.06
C -3.681 0.897 -1.824  -0.54
H 4.230 5.095 0.728  0.08
H 2.315 -8.359 0.506  0.08
H 1.263 -1.913 4.062  0.08
H 4.418 1.254 2.861  0.11
C 0.268 3.983 -4.555  -0.02
H -5.595 2.392 -1.205  0.08
H 2.448 -3.946 0.195  0.09
H -6.830 -0.383 1.635  0.06
C -6.236 0.501 1.905  -0.01
H 3.324 3.154 4.710  0.08
C -3.071 -1.647 1.808  -0.07
N -0.094 -0.390 4.292  0.01
H 1.296 -3.958 1.574  0.08
H -6.641 0.932 2.819  0.08
H -0.236 3.583 -5.437  0.08
H -1.798 0.310 -2.562  0.06
H -1.252 -1.985 -3.555  0.07
H -2.449 -1.139 2.531  0.07
H -5.424 3.219 -2.735  0.08
C -0.384 -1.721 -4.137  -0.07
H 2.071 4.121 -2.301  0.06
O 2.316 -6.080 2.681  0.05
H -6.404 1.230 1.112  0.07
C 3.310 5.717 0.724  -0.03
H 3.043 2.816 -1.648  0.08
C 2.652 3.824 -1.419  -0.10
C -4.768 0.172 2.040  -0.61
N -4.718 1.270 -2.658  -0.02
H -0.197 -3.789 -4.231  0.12
C -0.443 0.655 6.512  -0.02
O 1.407 2.031 2.740  0.09
H 1.346 4.044 -4.769  0.08
N 1.903 3.877 -0.190  0.03
N 0.363 -0.059 0.437  -0.53
N 0.404 1.840 -3.310  0.02
C 1.173 1.239 -4.367  -0.11

Summary:
charge = -1
ΔE to the lowest compared entry with this formula, charge and spin = 0.00 kcal/mol
gap between HOMO and LUMO = 7.328 eV
strongest force on any atom = 4.2 eV/A
HOMO level = -5.36 eV
E_tot = -2268.5426 Eh

---

2.
Formula: C24H57Cl6N3
Source: the OMol25 dataset
Level of theory: wB97M-V/def2-TZVPD

Last column: Löwdin charge in e.
Element x y z (Å)
H 0.104 -5.872 1.645  0.06
H 3.458 1.335 -0.261  0.09
H 4.598 1.659 -2.912  0.14
H -0.380 0.541 1.842  0.00
H 5.655 -4.890 -0.178  0.05
C -2.023 -0.078 -0.388  -0.13
H -0.258 0.868 5.955  0.04
Cl 1.103 -5.410 3.557  0.56
H -4.408 3.299 -2.597  0.12
H 2.421 3.127 -2.511  0.11
C -2.273 3.534 -2.662  -0.11
H -6.071 1.609 -3.086  0.14
C 2.333 -1.126 0.606  -0.69
C 3.463 2.328 -0.856  -0.07
H -3.506 -0.653 5.147  0.08
H -4.865 0.775 -0.149  0.13
H -5.950 0.147 -2.383  0.06
C -0.702 2.428 4.549  -0.28
H 1.526 2.378 -1.643  0.03
Cl -0.039 -2.056 0.311  0.73
H -2.151 4.379 -3.642  0.14
H -1.870 0.751 -2.561  0.11
H 0.376 -4.066 1.885  -0.02
H -0.338 3.379 4.305  0.12
H 0.414 2.414 0.595  0.08
H 1.152 1.377 -5.048  0.03
C 3.808 0.993 -3.556  -0.27
C -4.847 1.271 -1.125  -0.43
H -2.576 -0.812 0.306  0.10
H 1.793 -2.723 -0.811  0.00
H -2.897 -0.182 -2.452  0.08
H -0.122 3.404 2.006  0.04
N -3.603 1.650 -1.563  -0.18
C -3.041 0.341 4.966  -0.10
H 1.477 -0.523 -3.858  0.15
C 3.630 -5.402 0.216  -0.61
H -1.478 -3.946 3.611  0.04
H 3.916 -6.381 0.705  0.11
C 4.308 -0.343 -4.054  -0.09
C -0.194 1.866 5.803  -0.07
H 0.744 1.144 2.789  0.10
Cl 2.005 -5.477 -0.600  0.58
H -2.885 0.542 5.962  0.02
H 3.204 3.023 -0.178  0.03
C 2.428 2.238 -1.933  -0.20
H -0.177 1.293 -4.262  0.03
C -0.279 2.504 1.495  -0.08
H -0.983 -0.460 -0.638  -0.01
H 1.156 -1.206 -1.337  0.07
H -1.192 2.760 0.931  0.07
H -1.776 0.739 0.177  0.00
H 3.318 -0.998 0.154  0.05
Cl -2.824 -4.736 1.598  0.43
H 3.523 -0.635 -4.770  0.06
C -3.506 2.662 -2.741  -0.22
Cl 2.486 -2.057 2.076  0.60
H -2.281 4.319 -1.910  0.05
C -1.905 0.226 3.963  -0.21
H 1.903 -0.190 0.964  0.04
H -1.309 2.999 -2.712  0.03
H -6.957 1.166 -1.488  0.13
H -1.610 2.779 4.775  0.07
H 0.865 1.943 5.877  0.07
H -3.490 2.000 -3.559  0.09
C -0.216 1.294 2.411  -0.21
H 4.529 2.335 -1.271  0.09
H -3.790 1.183 4.564  0.13
C 1.595 0.525 -3.491  -0.36
H -0.596 2.367 6.617  0.07
H 4.742 -5.693 -1.364  0.00
H 0.835 0.377 -2.596  0.12
C 0.780 1.522 -4.140  -0.10
Cl 4.436 -3.349 -1.388  0.54
N -1.186 1.530 3.571  -0.15
C 1.430 -1.764 -0.407  -0.72
H 4.398 -1.064 -3.277  0.01
C -0.062 -4.991 2.354  -0.76
C -1.500 -4.769 2.959  -0.53
N 2.613 0.891 -2.701  -0.15
H -1.741 -5.782 3.467  0.09
H 3.618 -4.821 1.072  0.02
H 0.908 2.635 -4.029  0.12
C 4.775 -5.042 -0.670  -0.50
H -1.065 -0.276 4.310  0.07
C -2.598 0.486 -1.696  -0.20
H 3.633 1.573 -4.389  0.08
C -5.859 1.135 -1.970  -0.20
H 5.349 -0.367 -4.794  0.15
H -5.052 2.414 -0.548  0.17
H -2.391 -0.324 3.060  0.14

Summary:
ΔE to the lowest compared entry with this formula, charge and spin = 25.55 kcal/mol
gap between HOMO and LUMO = 8.137 eV
strongest force on any atom = 12.8 eV/A
SMILES = CCN(CC)CC.CCN(CC)CC.CCN(CC)CC.ClCCCl.ClCCCl.ClCCCl
HOMO level = -7.57 eV
E_tot = -3873.4781 Eh

---

3.
Formula: C24H57Cl8N3O9
Source: the OMol25 dataset
Level of theory: wB97M-V/def2-TZVPD

Last column: Löwdin charge in e.
Element x y z (Å)
H 6.425 1.856 1.069  0.10
H -1.330 -2.419 -0.866  0.08
N 1.108 4.659 3.747  0.05
H -3.888 -3.339 2.736  0.14
O -0.227 -4.389 -3.788  0.03
C 2.458 3.294 -3.459  -0.08
H -4.713 2.232 0.073  0.13
C -2.719 -4.651 3.886  -0.23
O -3.238 3.295 -0.804  -0.17
H -1.434 2.474 -1.110  0.07
H 2.346 1.561 3.138  0.04
O 5.602 2.323 -0.708  0.02
H -1.978 -0.903 -2.907  0.06
H 0.933 5.468 3.148  0.07
Cl 1.169 -4.641 0.368  0.59
H -3.888 -2.071 4.519  0.07
H 2.005 2.899 0.923  0.13
H 1.397 -5.620 -3.867  0.09
H -1.761 -3.793 1.395  0.07
O -1.709 -3.444 -2.612  0.07
H -4.066 3.518 1.091  0.13
C 1.204 -1.042 0.260  -0.97
H 1.984 2.555 -2.813  0.05
Cl 5.268 -2.762 -2.116  0.52
H -3.525 -7.643 2.945  0.09
C 3.902 2.948 -3.625  -0.22
C -4.318 3.262 0.051  -0.26
C 4.761 1.990 -1.656  -0.68
H -2.923 -3.139 -1.069  0.13
H -3.674 -1.283 -2.496  0.08
C -0.439 -3.450 -2.884  -0.65
H -6.622 4.279 1.194  0.07
H -0.809 -3.023 2.643  0.06
H 2.258 -0.913 0.060  -0.03
Cl 0.053 0.935 -4.425  0.54
H 2.918 4.012 3.013  0.13
H -5.604 3.961 -1.529  0.14
C 2.566 5.585 0.967  -0.10
Cl 0.329 0.138 -0.746  0.59
O -2.959 -5.711 2.993  -0.17
H -4.071 5.905 -1.011  0.07
Cl 1.066 -7.555 0.622  0.53
Cl 0.901 -0.744 1.989  0.56
H 1.202 -4.532 -5.252  0.10
H -2.351 -7.240 4.222  0.09
H 1.131 -6.263 -1.331  0.01
C -2.654 -1.260 -2.127  -0.05
H 0.799 -2.001 -0.027  -0.05
H 0.179 4.290 3.954  0.07
Cl 4.530 -2.106 0.652  0.56
H 3.926 1.915 -3.982  0.09
H -2.585 -0.501 -1.340  0.05
O 4.246 0.944 -1.780  0.14
H 6.154 0.462 0.035  0.08
C -4.912 5.656 -0.361  -0.06
H -3.415 -4.660 4.736  0.12
C -5.376 4.192 -0.488  -0.42
O 4.632 3.042 -2.419  0.06
H 4.799 1.209 0.887  0.09
H 0.725 -1.286 -4.369  0.00
C -2.167 2.546 -0.304  -0.13
C -2.146 -2.565 -1.569  -0.20
H 1.690 -0.331 -3.268  0.00
H -4.624 5.888 0.671  0.08
H -7.368 4.519 -0.182  0.07
N -2.932 -2.247 4.222  0.03
C 1.878 3.663 2.984  -0.46
H 4.374 3.555 -4.388  0.13
C 1.811 2.326 3.697  -0.08
C 1.605 -6.186 -0.360  -1.01
H -2.475 1.581 0.106  0.07
H 2.872 5.827 1.991  0.08
H -1.690 -4.731 4.281  0.14
H 1.969 3.207 -4.434  0.06
C 1.256 -0.352 -4.260  -1.03
C -3.234 -6.880 3.660  -0.15
N -6.641 3.934 0.231  0.02
C -1.796 -3.030 2.182  -0.10
H -1.609 3.098 0.473  0.08
H 2.250 2.423 4.688  0.08
H -2.658 -1.366 3.791  0.06
H 3.367 5.028 0.480  0.09
H 4.619 -4.213 -0.371  0.02
O 1.353 4.865 0.954  -0.19
O 0.407 -2.792 -2.350  0.06
H 1.823 -3.926 -3.687  0.09
C 4.307 -3.234 -0.700  -1.01
H 3.272 -3.181 -1.005  -0.02
Cl 2.527 -0.221 -5.470  0.54
C 1.126 -4.605 -4.173  -0.03
H 2.678 -6.250 -0.484  0.02
H -4.026 -6.787 4.420  0.09
H 0.788 1.952 3.802  0.07
H 2.418 6.514 0.422  0.09
H 0.384 3.258 1.575  0.11
H 2.245 4.302 -3.109  0.08
C 5.731 1.409 0.357  -0.06
H -1.987 -2.090 1.655  0.07
C 1.425 3.598 1.538  -0.22
C -2.877 -3.329 3.178  -0.42
H -5.732 6.348 -0.590  0.07

Summary:
ΔE to the lowest compared entry with this formula, charge and spin = 18.95 kcal/mol
gap between HOMO and LUMO = 9.406 eV
strongest force on any atom = 3.3 eV/A
SMILES = COC[C@H](C)N.COC[C@H](C)N.COC[C@H](C)N.CCOC(=O)OC.CCOC(=O)OC.ClCCl.ClCCl.ClCCl.ClCCl
HOMO level = -9.19 eV
E_tot = -5471.5545 Eh